A:
Computed, not measured: an isolated molecule of C3H4OS2, with the ωB97M-V functional and the def2-TZVPD basis.

Properties
E_LUMO, eV: -0.4334
HOMO-LUMO gap, eV: 8.4
HOMO, Ha: -0.3244
Total charge: 0

Each atom is followed by the atoms it is bonded to, with distances in Å.
Atoms and positions in Å:
1 S 2.440 1.326 0.137  S2 2.198, C6 1.706
2 S 2.051 -0.773 -0.387  S1 2.198, O3 1.447, C6 1.810
3 O 2.360 -1.700 0.680  S2 1.447
4 C -1.391 -0.284 -0.088  C5 1.479, H7 1.080, H8 1.143, H9 1.019
5 C -0.398 0.759 0.250  C4 1.479, C6 1.342, H10 1.060
6 C 0.916 0.564 0.061  S1 1.706, S2 1.810, C5 1.342
7 H -2.103 -0.636 0.643  C4 1.080
8 H -2.061 0.109 -0.926  C4 1.143
9 H -1.118 -1.141 -0.565  C4 1.019
10 H -0.695 1.775 0.195  C5 1.060

---

B:
Computed, not measured: an isolated molecule of C3H4OS2, with the ωB97M-V functional and the def2-TZVPD basis.

Properties
E_LUMO, eV: 0.4412
HOMO-LUMO gap, eV: 9.7
HOMO, Ha: -0.3393
SMILES: O=C(S)[C@@H]1CS1
Total charge: 0

Each atom is followed by the atoms it is bonded to, with distances in Å.
Atoms and positions in Å:
1 S -0.293 0.767 -1.920  C4 1.799, C6 1.808
2 S 2.028 0.237 1.438  C5 1.783, H9 1.353
3 O 0.670 -1.615 0.131  C5 1.203
4 C -1.473 0.126 -0.722  S1 1.799, C6 1.487, H7 1.049, H8 1.095
5 C 0.754 -0.444 0.393  S2 1.783, O3 1.203, C6 1.511
6 C -0.201 0.608 -0.121  S1 1.808, C4 1.487, C5 1.511, H10 1.106
7 H -2.344 0.685 -0.552  C4 1.049
8 H -1.598 -0.962 -0.757  C4 1.095
9 H 2.623 -0.957 1.665  S2 1.353
10 H -0.166 1.556 0.446  C6 1.106

---

C:
Computed, not measured: an isolated molecule of C3H4OS2, with the ωB97M-V functional and the def2-TZVPD basis.

Properties
E_LUMO, eV: 0.4355
HOMO-LUMO gap, eV: 9.3
HOMO, Ha: -0.3259
SMILES: OC#CC(S)S
Total charge: 0

Each atom is followed by the atoms it is bonded to, with distances in Å.
Atoms and positions in Å:
1 S 1.541 -1.638 0.313  C4 1.793, H10 1.470
2 S 1.528 1.477 0.193  C4 1.821, H7 1.467
3 O -2.996 0.040 0.392  C5 1.300, H9 0.923
4 C 0.897 -0.125 -0.400  S1 1.793, S2 1.821, C6 1.494, H8 1.059
5 C -1.791 -0.123 -0.069  O3 1.300, C6 1.215
6 C -0.584 -0.122 -0.207  C4 1.494, C5 1.215
7 H 1.062 1.734 1.560  S2 1.467
8 H 0.994 -0.114 -1.454  C4 1.059
9 H -3.578 0.511 -0.148  O3 0.923
10 H 2.927 -1.641 -0.179  S1 1.470

---

The structure with the least stability is C.

---

A:
Computed, not measured: an isolated molecule of C2H5NP2, with the ωB97M-V functional and the def2-TZVPD basis.

Properties
E_LUMO, eV: 0.4791
HOMO-LUMO gap, eV: 10.7
HOMO, Ha: -0.3747
SMILES: N#CC(P)P
Total charge: 0

Each atom is followed by the atoms it is bonded to, with distances in Å.
Atoms and positions in Å:
1 P -0.118 1.687 0.228  C5 1.895, H7 1.430, H9 1.305
2 P 1.791 -0.673 -0.083  C5 1.892, H8 1.428, H10 1.317
3 N -1.876 -1.719 0.125  C4 1.161
4 C -0.993 -0.981 -0.034  N3 1.161, C5 1.409
5 C 0.024 -0.087 -0.423  P1 1.895, P2 1.892, C4 1.409, H6 1.293
6 H 0.058 0.020 -1.711  C5 1.293
7 H -1.211 1.343 1.083  P1 1.430
8 H 1.895 0.079 1.127  P2 1.428
9 H -0.870 2.107 -0.753  P1 1.305
10 H 1.301 -1.778 0.441  P2 1.317

---

B:
Computed, not measured: an isolated molecule of C2H5NP2, with the ωB97M-V functional and the def2-TZVPD basis.

Properties
E_LUMO, eV: -0.0288
HOMO-LUMO gap, eV: 8.8
HOMO, Ha: -0.3235
SMILES: C=P/N=P/C
Total charge: 0

Each atom is followed by the atoms it is bonded to, with distances in Å.
Atoms and positions in Å:
1 P 1.301 0.114 0.426  N3 1.529, C4 1.826
2 P 0.296 -0.920 -2.137  N3 2.022, C5 1.643
3 N 0.059 -0.554 -0.163  P1 1.529, P2 2.022
4 C 0.781 0.304 2.166  P1 1.826, H6 1.087, H7 1.061, H10 1.045
5 C -1.167 -0.352 -2.624  P2 1.643, H8 1.052, H9 1.213
6 H -0.218 0.045 2.507  C4 1.087
7 H 0.717 1.314 2.484  C4 1.061
8 H -1.348 -0.166 -3.643  C5 1.052
9 H -1.877 0.293 -1.882  C5 1.213
10 H 1.456 -0.079 2.865  C4 1.045

---

The structure with the least stability is B.